Molecular formula: C24H42FFeO9
Method: DFT, ωB97M-V/def2-TZVPD

```
77
Properties=species:S:1:pos:R:3:forces:R:3
Fe 1.000 2.958 1.879 -2.63 -2.68 -1.61
C 0.199 -0.592 -0.633 -0.44 0.61 0.70
C 1.051 0.636 -0.281 1.76 -0.41 -0.77
O 0.651 1.432 0.796 0.43 1.65 1.26
H 0.423 -1.406 0.053 -0.11 -0.13 -0.01
H 0.355 -0.932 -1.656 0.28 0.12 -0.01
H -0.862 -0.351 -0.554 -0.04 0.01 0.04
H 1.284 1.206 -1.188 -0.67 0.42 0.04
H 2.063 0.267 -0.045 -0.03 -0.25 0.10
O -0.659 4.149 -0.646 0.89 -0.79 0.40
C -1.023 3.722 -1.726 -1.21 1.55 0.32
O -0.344 3.862 -2.853 -0.01 -1.02 -0.59
C 1.073 4.044 -2.856 0.36 1.04 0.31
C 1.515 4.455 -4.255 -0.02 -0.49 0.41
C -2.448 3.270 -1.980 0.87 -0.72 -0.74
H 1.548 3.125 -2.504 -0.03 -0.08 -0.14
H 1.305 4.841 -2.144 0.08 -0.07 0.02
H 2.593 4.614 -4.272 0.01 0.02 0.11
H 1.034 5.386 -4.546 -0.10 -0.07 -0.10
H 1.297 3.655 -4.960 -0.14 0.15 -0.15
H -2.469 2.794 -2.960 -0.17 0.05 -0.01
H -3.102 4.137 -2.017 -0.05 -0.01 0.33
H -2.745 2.518 -1.252 -0.19 0.33 0.26
O -0.800 2.132 3.016 1.65 0.13 0.18
C -1.751 1.620 3.594 -1.55 0.87 -0.46
O -1.933 0.347 3.865 1.08 0.37 0.22
C -0.836 -0.569 3.678 0.04 -0.92 -1.64
C -1.308 -1.695 2.728 -0.28 -0.24 1.59
C -2.976 2.430 3.909 -0.05 -0.20 -0.18
H -0.582 -1.003 4.640 0.00 0.25 0.15
H 0.027 -0.097 3.210 -0.13 0.49 0.30
H -0.458 -2.244 2.330 0.02 0.08 -0.16
H -2.005 -1.394 1.952 0.27 0.35 -0.17
H -1.852 -2.376 3.387 -0.12 -0.26 -0.39
H -2.761 3.232 4.614 0.05 -0.21 0.23
H -3.756 1.754 4.249 -0.10 0.28 0.24
H -3.307 2.937 3.001 0.07 -0.13 -0.10
O 2.264 -3.381 -3.325 -0.58 -0.10 -0.06
C 2.566 -3.078 -2.211 1.13 -0.50 -0.02
O 2.090 -3.617 -1.079 -0.03 0.37 0.23
C 0.972 -4.502 -1.197 -1.01 -0.27 0.40
C 0.696 -5.099 0.180 1.49 -0.02 0.01
C 3.605 -2.035 -1.899 -0.21 0.64 0.76
H 1.206 -5.287 -1.914 -0.07 0.06 -0.04
H 0.103 -3.936 -1.541 0.15 0.01 -0.26
H 0.488 -4.391 0.984 -0.44 0.30 -0.37
H 1.665 -5.511 0.483 -0.23 -0.45 0.10
H -0.044 -5.892 0.159 -0.07 0.06 -0.08
H 4.513 -2.346 -1.378 -0.08 -0.76 -0.32
H 3.122 -1.414 -1.135 0.05 0.50 -0.41
H 3.875 -1.506 -2.807 -0.09 0.16 0.08
O -5.022 -0.428 -2.132 0.48 0.71 0.39
C -5.278 0.650 -1.638 -1.35 -1.33 -1.37
O -4.937 0.998 -0.407 0.43 0.68 1.07
C -4.252 0.055 0.395 0.70 -1.53 0.71
C -5.084 -1.149 0.860 -0.85 0.79 -0.86
C -6.221 1.644 -2.290 0.81 -0.06 0.39
H -3.875 0.552 1.290 -0.32 0.57 -0.09
H -3.350 -0.340 -0.079 -0.08 0.20 -0.57
H -6.029 -0.780 1.265 0.20 -0.05 0.54
H -4.527 -1.748 1.575 -0.07 0.01 0.13
H -5.416 -1.763 0.024 0.46 -0.12 -0.07
H -5.674 2.538 -2.592 -0.05 0.01 -0.07
H -6.957 1.943 -1.547 -0.17 0.00 -0.16
H -6.652 1.151 -3.154 -0.14 0.14 0.00
F 7.365 -1.678 -0.386 -0.27 0.25 0.06
C 6.482 -1.450 0.532 0.06 0.13 -0.38
C 5.602 -0.339 0.392 -0.92 0.57 -1.34
C 4.595 -0.122 1.285 1.12 -0.31 0.22
C 4.609 -0.929 2.435 -0.36 0.91 0.35
C 5.519 -2.000 2.606 0.56 -0.58 0.00
C 6.420 -2.310 1.621 -0.19 -0.42 0.65
H 5.623 0.234 -0.530 0.42 0.06 0.09
H 3.920 0.718 1.201 -0.07 -0.16 -0.17
H 3.947 -0.592 3.225 0.01 -0.59 0.23
H 5.544 -2.562 3.530 -0.27 -0.05 -0.04
H 7.086 -3.163 1.625 0.04 0.04 0.32
```
Forces are in eV/Å.

HOMO energy (alpha / beta) ... -13.67 / -13.67 eV
Charge ... +2
2S+1 ... 6
HOMO-LUMO gap (alpha / beta) ... 5.881 / 3.018 eV

Mulliken atomic charge list, values in e, 2 entries: 0.99, -0.63

***

Molecular formula: C24H42N3O5PS2
Method: DFT, ωB97M-V/def2-TZVPD

```
77
Properties=species:S:1:pos:R:3:forces:R:3
C 5.213 -5.923 0.040 -0.45 0.64 0.62
C 4.357 -4.697 0.413 0.20 -1.11 -0.56
O 5.232 -3.702 0.878 -0.21 0.44 0.03
C 4.593 -2.435 1.040 -0.10 -0.46 -0.33
C 5.519 -1.280 0.650 -0.86 0.13 0.72
C 4.665 -0.020 0.362 0.79 0.18 0.24
C 4.444 0.283 -1.121 -0.25 -0.40 0.02
C 3.656 -0.779 -1.925 -0.27 -0.01 -0.15
P 2.011 -0.183 -2.556 0.32 0.98 -0.84
C 1.104 -1.749 -2.957 -0.15 -0.17 0.71
C -0.349 -1.820 -2.446 0.36 -0.61 -0.74
C -1.084 -3.018 -3.152 0.55 0.68 1.51
C -1.204 -4.189 -2.147 -0.54 -0.47 -0.71
C -2.572 -4.297 -1.437 0.61 0.38 -0.12
C -3.150 -2.964 -0.895 -0.52 -1.05 0.39
C -3.011 -2.846 0.646 -0.24 0.87 -0.60
S -1.670 -1.652 1.067 -0.08 -0.04 0.48
C -2.608 -0.265 1.596 0.39 -1.09 -0.27
N -2.985 0.724 0.875 -0.15 0.23 0.14
N -3.677 1.547 1.742 -0.63 1.56 -0.91
C -3.683 1.022 2.891 0.65 -1.21 0.21
O -3.003 -0.166 2.884 -0.30 0.28 0.57
C 1.225 0.599 -1.070 0.34 -1.67 0.62
C 0.509 1.766 -1.149 -0.39 1.09 -1.84
C -0.048 2.399 -0.063 0.15 -0.24 0.63
C 0.161 1.785 1.156 -0.42 0.59 -0.23
C 0.860 0.601 1.153 0.38 -0.70 1.58
N 1.392 -0.017 0.114 -0.13 0.27 -0.32
H 6.144 -5.536 -0.377 -0.02 -0.27 -0.11
H 4.684 -6.551 -0.678 0.13 -0.04 0.05
H 5.417 -6.485 0.953 0.21 -0.13 -0.22
H 3.809 -4.398 -0.496 0.12 0.42 0.17
H 3.598 -4.987 1.155 0.10 0.23 0.07
H 4.258 -2.313 2.081 0.10 0.00 -0.07
H 3.677 -2.452 0.436 0.11 0.25 0.00
H 6.185 -1.543 -0.174 -0.10 -0.05 0.03
H 6.102 -1.065 1.550 0.38 -0.08 -0.33
H 3.750 -0.090 0.956 -0.11 0.07 -0.34
H 5.221 0.832 0.772 -0.16 0.01 -0.07
H 3.956 1.257 -1.239 0.09 -0.03 0.08
H 5.436 0.374 -1.575 -0.08 0.11 0.04
H 4.224 -0.992 -2.837 -0.18 -0.10 0.01
H 3.524 -1.740 -1.422 0.14 0.20 0.19
H 1.652 -2.605 -2.537 -0.05 0.09 -0.02
H 1.118 -1.891 -4.041 0.08 0.29 0.04
H -0.295 -2.033 -1.379 -0.19 0.35 0.04
H -0.878 -0.873 -2.591 0.08 -0.05 -0.01
H -0.472 -3.341 -3.994 -0.31 0.09 -0.19
H -2.059 -2.645 -3.476 0.00 -0.45 -0.25
H -0.388 -4.168 -1.417 -0.02 0.20 -0.09
H -1.069 -5.119 -2.715 0.01 -0.01 0.23
H -3.278 -4.766 -2.127 0.01 0.17 0.01
H -2.451 -4.993 -0.600 -0.17 -0.02 -0.10
H -2.747 -2.077 -1.381 0.08 -0.10 0.03
H -4.221 -2.977 -1.125 0.08 0.12 0.09
H -3.949 -2.461 1.049 0.21 0.04 0.19
H -2.808 -3.793 1.145 0.15 0.05 -0.11
H -4.133 1.375 3.802 0.05 -0.05 0.02
H 0.377 2.220 -2.129 0.11 -0.09 0.04
H -0.594 3.330 -0.142 0.00 -0.03 -0.11
H -0.224 2.207 2.075 0.07 -0.08 0.03
H 1.016 0.126 2.126 0.03 -0.11 -0.21
C -4.828 8.666 2.456 0.08 0.04 -0.26
C -4.296 7.340 2.964 -0.01 0.56 0.35
O -4.390 6.300 1.974 0.03 -0.17 -0.05
S -3.325 6.300 0.786 -0.36 -0.46 0.07
C -3.668 4.688 0.177 0.00 -0.10 0.07
O -2.009 6.325 1.351 0.07 0.24 -0.06
O -3.721 7.267 -0.190 0.23 0.16 -0.02
H -4.197 9.067 1.664 0.01 0.00 0.03
H -4.860 9.396 3.266 -0.01 -0.07 0.06
H -5.830 8.546 2.045 -0.02 -0.01 0.08
H -3.266 7.433 3.314 0.04 -0.10 -0.15
H -4.895 7.004 3.808 -0.02 -0.25 -0.13
H -3.405 3.956 0.937 -0.07 -0.02 -0.01
H -3.063 4.539 -0.716 0.02 0.10 0.00
H -4.724 4.623 -0.074 0.00 0.02 0.01
```
Forces are in eV/Å.

HOMO energy ... -7.99 eV
HOMO-LUMO gap ... 8.429 eV

Mulliken atomic charge list, values in e, 2 entries: -1.24, 0.09

***

Molecular formula: C24H42N6
Method: DFT, ωB97M-V/def2-TZVPD

```
72
Properties=species:S:1:pos:R:3:forces:R:3
C 12.306 -4.995 -2.475 -1.18 0.75 -0.94
C 11.672 -5.278 -3.882 0.69 0.08 0.56
C 11.837 -6.759 -4.150 -1.19 -1.21 0.65
C 13.123 -7.290 -4.480 -0.44 0.56 0.08
N 14.142 -7.733 -4.718 1.50 -0.66 -0.34
H 12.736 -3.995 -2.522 0.14 -0.09 0.37
H 13.069 -5.720 -2.194 -0.15 0.06 0.00
H 11.460 -4.963 -1.787 0.43 -0.20 0.50
H 12.154 -4.562 -4.549 -0.15 -0.60 -0.63
H 10.594 -5.120 -3.920 0.10 0.42 0.27
H 11.091 -7.334 -4.697 -0.10 0.79 -1.13
H 11.561 -7.234 -3.209 0.40 -0.01 0.63
C 15.925 -14.402 -8.308 0.26 -0.85 -1.41
C 16.565 -13.830 -7.072 0.09 -2.07 -0.56
C 16.010 -12.512 -6.755 -2.06 1.46 1.37
C 14.540 -12.444 -6.401 1.55 -0.81 -0.79
N 13.442 -12.460 -6.086 -0.64 0.12 0.22
H 16.570 -15.151 -8.767 0.09 -0.32 0.27
H 15.781 -13.729 -9.153 -0.24 0.53 0.26
H 14.992 -14.918 -8.079 -0.11 0.25 0.00
H 17.648 -13.753 -7.169 0.06 0.15 -0.13
H 16.392 -14.641 -6.364 0.07 0.53 0.75
H 16.152 -11.877 -7.629 0.02 0.30 0.28
H 16.442 -12.093 -5.847 0.46 0.31 -0.25
C 17.584 -8.037 -6.532 0.32 -0.17 -0.22
C 17.540 -9.405 -7.256 -1.34 -0.25 -1.10
C 18.424 -10.589 -6.797 0.17 1.63 1.17
C 19.829 -10.297 -6.924 8.25 1.38 -1.89
N 21.019 -10.069 -7.105 -7.33 -1.35 1.25
H 17.713 -8.170 -5.458 0.23 0.11 0.01
H 16.692 -7.422 -6.651 -0.52 -0.69 -0.09
H 18.316 -7.345 -6.948 0.66 -0.46 0.26
H 17.600 -9.288 -8.338 0.59 0.27 -0.10
H 16.525 -9.799 -7.209 -0.25 0.09 0.53
H 18.211 -11.581 -7.196 -0.09 0.40 -0.12
H 18.305 -10.569 -5.714 -0.32 -0.68 0.31
C 15.912 -14.940 -3.377 -1.40 0.11 -0.55
C 14.576 -15.466 -2.814 -0.53 -0.11 -0.72
C 13.297 -15.399 -3.748 1.08 -0.76 -0.38
C 13.533 -16.084 -5.071 0.36 0.44 0.15
N 13.777 -16.537 -6.107 -0.22 0.29 0.88
H 16.399 -15.659 -4.036 0.44 -0.14 0.58
H 16.467 -14.505 -2.546 0.56 -0.41 -0.35
H 15.660 -14.135 -4.068 0.04 0.45 0.05
H 14.413 -14.908 -1.892 -0.55 -0.09 -0.04
H 14.594 -16.527 -2.562 0.54 0.04 0.28
H 12.938 -14.397 -3.986 0.02 0.04 0.17
H 12.539 -15.989 -3.233 -0.29 0.32 -0.09
C 13.322 -10.956 -1.885 0.93 -1.63 -0.16
C 14.265 -11.149 -3.100 1.58 0.51 0.69
C 15.811 -10.817 -2.837 -1.16 -0.35 0.08
C 16.365 -11.462 -1.615 -1.02 1.78 -1.88
N 16.840 -11.893 -0.679 0.57 -0.85 1.43
H 12.459 -11.549 -2.189 -0.71 0.83 0.26
H 13.157 -9.991 -1.406 -0.23 0.23 -0.83
H 13.703 -11.566 -1.065 0.31 -0.12 0.17
H 13.969 -10.526 -3.944 -0.05 -0.18 -0.02
H 14.233 -12.199 -3.388 -0.29 0.07 -0.10
H 15.871 -9.729 -2.874 0.37 0.05 0.77
H 16.484 -11.134 -3.633 -0.34 -0.25 -0.34
C 14.127 -8.952 2.785 1.29 -0.78 -0.33
C 15.103 -9.877 2.079 -0.90 -1.06 0.12
C 15.500 -11.019 2.991 0.09 -1.42 0.30
C 14.383 -11.897 3.528 -0.69 0.01 -0.68
N 13.486 -12.559 3.859 1.43 1.00 -0.34
H 14.560 -8.563 3.707 0.27 1.01 -0.47
H 13.364 -9.598 3.220 -0.78 0.32 -0.82
H 13.925 -8.323 1.918 -1.15 0.97 1.12
H 15.951 -9.460 1.535 0.36 0.44 0.82
H 14.560 -10.279 1.223 -0.25 -0.46 0.01
H 16.024 -10.695 3.891 0.23 0.26 -0.13
H 16.166 -11.658 2.412 0.12 -0.32 0.31
```
Forces are in eV/Å.

HOMO energy ... -11.20 eV
HOMO-LUMO gap ... 11.456 eV
Relative energy (zero: lowest compared OMol25 entry of this formula, charge and spin) ... 294.0 kJ/mol

Mulliken atomic charge list, values in e, 2 entries: -1.05, -0.40